DFT (ωB97M-V/def2-TZVPD) results for a 2-piece molecular cluster, C2H4FIOS overall in a non-equilibrium geometry.

* total charge: 0
* energy relative to the best compared isomer or geometry (same formula, charge and spin): 18.2 kcal/mol
* structure (SMILES): C=CF.OSI
* molecular weight: 222.022 g mol⁻¹
* Kohn-Sham gap: 8.003 eV

Positions of all 10 atoms, in Å:
C1 0.53 1.21 0.54
C2 0.37 0.06 1.11
O1 -1.08 -0.27 -1.63
F1 -0.38 2.15 0.47
S1 -1.20 -1.62 -0.76
I1 0.63 -3.00 -1.62
H1 -0.74 0.56 -1.15
H2 1.51 1.68 0.29
H3 1.06 -0.76 1.33
H4 -0.70 -0.01 1.42

DFT (ωB97M-V/def2-TZVPD) results for one molecule with the formula C2HNO2S in a non-equilibrium geometry.

* total charge: 0
* energy relative to the best compared isomer or geometry (same formula, charge and spin): 79.7 kcal/mol
* molecular weight: 103.102 g mol⁻¹
* Kohn-Sham gap (alpha / beta): 8.050 / 6.374 eV

Positions of all 7 atoms, in Å:
C1 -0.12 -0.58 0.10
C2 -1.14 0.03 -0.68
N1 0.85 0.29 0.46
O1 -0.22 -1.81 0.46
O2 -1.88 0.42 -1.50
S1 0.95 1.88 0.01
H1 1.55 -0.23 1.16

DFT (ωB97M-V/def2-TZVPD) results for C47H37N4O2RuS3 as an isolated structure in a non-equilibrium geometry.

* total charge: +2
* energy relative to the best compared isomer or geometry (same formula, charge and spin): 46.1 kcal/mol
* molecular weight: 887.110 g mol⁻¹
* Kohn-Sham gap (alpha / beta): 5.176 / 5.599 eV
* multiplicity: 2

Positions of all 94 atoms, in Å:
Ru1 -0.59 0.83 -1.65
N1 2.25 4.03 -2.37
C1 1.21 3.21 -2.20
S1 1.50 1.49 -2.33
N2 0.03 3.75 -2.01
N3 -0.96 2.84 -1.80
C2 -2.18 3.27 -1.77
C3 -2.61 4.66 -1.98
C4 -2.07 5.73 -1.26
C5 -2.52 7.01 -1.47
C6 -3.50 7.26 -2.43
C7 -4.04 6.21 -3.16
C8 -3.61 4.92 -2.92
C9 -3.17 2.19 -1.53
C10 -4.49 2.43 -1.24
C11 -5.35 1.36 -1.02
C12 -4.84 0.08 -1.09
C13 -3.49 -0.10 -1.34
N4 -2.67 0.94 -1.55
H1 3.13 3.67 -2.70
H2 2.08 5.02 -2.46
H3 -1.31 5.54 -0.51
H4 -2.11 7.83 -0.90
H5 -3.85 8.27 -2.60
H6 -4.79 6.40 -3.91
H7 -4.01 4.10 -3.51
H8 -4.85 3.45 -1.18
H9 -6.39 1.53 -0.79
H10 -5.47 -0.79 -0.93
H11 -3.04 -1.08 -1.38
C14 -1.00 2.45 6.75
C15 -0.87 2.05 5.30
C16 -0.24 2.89 4.38
C17 -0.11 2.52 3.05
C18 -0.61 1.29 2.66
C19 -1.27 0.44 3.53
C20 -1.39 0.83 4.86
S2 -0.43 0.72 0.99
O1 -1.51 -0.28 0.70
C21 1.18 -0.06 1.01
C22 2.26 0.85 1.16
C23 3.54 0.38 1.16
C24 3.79 -1.01 1.00
C25 5.12 -1.50 1.01
C26 5.36 -2.84 0.87
C27 4.29 -3.74 0.72
C28 3.00 -3.29 0.71
C29 2.71 -1.90 0.84
C30 1.37 -1.40 0.84
C31 0.24 -2.39 0.67
C32 -0.15 -3.20 1.78
C33 0.45 -3.06 3.06
C34 0.05 -3.84 4.10
C35 -0.97 -4.80 3.92
C36 -1.57 -4.96 2.71
C37 -1.18 -4.16 1.60
C38 -1.80 -4.31 0.34
C39 -1.43 -3.53 -0.71
C40 -0.41 -2.58 -0.53
S3 -0.13 -1.49 -1.89
O2 -1.32 -1.48 -2.82
C41 1.25 -2.19 -2.73
C42 1.81 -1.48 -3.79
C43 2.86 -2.03 -4.49
C44 3.37 -3.29 -4.16
C45 4.52 -3.87 -4.92
C46 2.77 -3.99 -3.11
C47 1.72 -3.45 -2.39
H12 -0.87 3.52 6.88
H13 -0.23 1.94 7.34
H14 -1.97 2.16 7.15
H15 0.14 3.85 4.71
H16 0.36 3.19 2.34
H17 -1.68 -0.50 3.19
H18 -1.90 0.19 5.56
H19 2.07 1.91 1.27
H20 4.37 1.06 1.28
H21 5.94 -0.80 1.14
H22 6.38 -3.21 0.88
H23 4.49 -4.80 0.62
H24 2.18 -3.99 0.61
H25 1.23 -2.32 3.20
H26 0.52 -3.73 5.07
H27 -1.27 -5.42 4.76
H28 -2.35 -5.70 2.57
H29 -2.58 -5.05 0.22
H30 -1.92 -3.61 -1.68
H31 1.39 -0.53 -4.10
H32 3.29 -1.49 -5.33
H33 5.34 -3.15 -4.98
H34 4.23 -4.11 -5.94
H35 4.90 -4.78 -4.46
H36 3.13 -4.98 -2.86
H37 1.26 -4.02 -1.59

DFT (ωB97M-V/def2-TZVPD) results for one molecule with the formula C20H24N2O6.

* total charge: 0
* energy relative to the best compared isomer or geometry (same formula, charge and spin): 2.7 kcal/mol
* structure (SMILES): CCOC(=O)c1c(C)[nH]c(C(=O)OCC(=O)Nc2ccc(OCC)cc2)c1C
* molecular weight: 388.420 g mol⁻¹
* Kohn-Sham gap: 8.485 eV

Positions of all 52 atoms, in Å:
C1 3.02 -3.26 5.67
C2 3.08 -4.08 4.39
H1 3.28 -5.13 4.60
H2 3.84 -3.68 3.72
O1 1.82 -4.08 3.71
C3 1.56 -3.01 2.92
O2 2.35 -2.11 2.77
C4 0.24 -3.11 2.30
C5 -0.69 -4.13 2.47
N1 -1.76 -3.83 1.72
C6 -1.57 -2.65 1.05
C7 -0.31 -2.16 1.39
C8 0.32 -0.91 0.91
H3 -0.30 -0.05 1.18
H4 0.42 -0.94 -0.17
H5 1.30 -0.79 1.36
C9 -2.63 -2.17 0.19
O3 -3.67 -2.77 0.02
O4 -2.34 -1.00 -0.42
C10 -3.34 -0.49 -1.29
C11 -2.88 0.80 -1.98
O5 -3.60 1.34 -2.79
N2 -1.65 1.21 -1.60
C12 -0.92 2.33 -2.02
C13 -1.40 3.23 -2.95
C14 -0.63 4.32 -3.33
C15 0.63 4.53 -2.78
C16 1.10 3.62 -1.83
C17 0.34 2.53 -1.46
H6 0.72 1.84 -0.72
H7 2.07 3.78 -1.40
O6 1.46 5.57 -3.05
C18 1.13 6.49 -4.07
C19 1.36 5.93 -5.47
H8 0.73 5.07 -5.65
H9 1.14 6.70 -6.21
H10 2.40 5.63 -5.58
H11 1.80 7.34 -3.89
H12 0.09 6.84 -3.95
H13 -1.04 5.00 -4.06
H14 -2.37 3.09 -3.39
H15 -1.19 0.62 -0.91
H16 -3.59 -1.23 -2.05
H17 -4.25 -0.27 -0.72
H18 -2.61 -4.37 1.62
C20 -0.64 -5.37 3.29
H19 0.19 -5.99 2.98
H20 -0.48 -5.11 4.34
H21 -1.57 -5.93 3.20
H22 2.23 -3.63 6.32
H23 3.97 -3.33 6.19
H24 2.83 -2.22 5.43